(1)
Below is C3H5N3 in the gas phase at a distorted geometry, with properties calculated with ωB97M-V/def2-TZVPD.

Calculated values
- relative energy (zero: lowest compared OMol25 entry of this formula, charge and spin) (eV) = 2.1454
- HOMO level (eV) = -8.20
- electronic energy (a.u.) = -281.5112

Cartesian coordinates (Å):
C  1.4141  0.7541  -0.1323
C  0.0445  0.1489  -0.2555
C  -0.6432  -0.6793  0.7213
N  -1.8232  -1.1200  0.5013
N  -1.4454  0.4109  -2.1598
N  -0.6862  0.3468  -1.3229
H  2.0692  0.4886  -0.9691
H  1.8827  0.3712  0.7787
H  1.3946  1.8470  -0.0498
H  -0.0612  -0.8802  1.6302
H  -2.1512  -1.6860  1.2790

Here are the Löwdin charges for atoms 1 to 8, given in e: number 1, C, carries -0.057; number 2, C, carries -0.327; number 3, C, carries -0.235; number 4, N, carries 0.059; number 5, N, carries 0.254; number 6, N, carries -0.066; number 7, H, carries 0.075; number 8, H, carries 0.073



(2)
Below is a molecular structure, C31H32N7O3PdS2 at a distorted geometry, with properties calculated with ωB97M-V/def2-TZVPD.

Calculated values
- relative energy (zero: lowest compared OMol25 entry of this formula, charge and spin) (eV) = 0.0000
- total charge = +3
- HOMO level (alpha / beta) (eV) = -15.61 / -15.61
- electronic energy (a.u.) = -2732.7934

Cartesian coordinates (Å):
Pd  -0.1722  -0.9047  -1.9093
C  -1.3258  -6.0760  -3.6607
S  -2.0936  -5.2135  -2.2875
C  -1.6365  -3.5426  -2.4888
S  0.0688  -3.3030  -2.3492
N  -2.5525  -2.6720  -2.5132
N  -2.1359  -1.3722  -2.3496
C  -2.8501  -0.4010  -2.7835
C  -2.3646  0.9567  -2.6040
C  -3.1619  2.0616  -2.8146
C  -2.6206  3.3271  -2.5902
C  -1.3073  3.4309  -2.1777
C  -0.5636  2.2650  -1.9832
N  -1.0842  1.0659  -2.1958
H  -1.3614  -7.1353  -3.4029
H  -0.2964  -5.7519  -3.7980
H  -1.9185  -5.8911  -4.5612
H  -3.8000  -0.6047  -3.2728
H  -4.1909  1.9349  -3.1391
H  -3.2250  4.2173  -2.7345
H  -0.8534  4.3964  -1.9896
H  0.4595  2.3036  -1.6353
O  5.1529  1.8162  3.4448
C  3.9711  1.2207  3.2665
O  3.2063  1.0684  4.1645
C  3.5812  0.7485  1.8828
C  2.8583  -0.4394  1.7874
C  2.3045  -0.8180  0.5825
C  2.4821  -0.0113  -0.5430
C  3.2320  1.1555  -0.4642
C  3.7845  1.5297  0.7535
N  1.8647  -0.3805  -1.7861
C  2.4935  -0.3420  -2.8953
C  1.8202  -0.5999  -4.1638
C  2.5061  -0.6470  -5.3570
C  1.7911  -0.8820  -6.5275
C  0.4209  -1.0434  -6.4517
C  -0.1929  -0.9892  -5.2062
N  0.4943  -0.7719  -4.0913
H  5.7231  1.7886  2.6768
H  2.7304  -1.0514  2.6734
H  1.7442  -1.7375  0.4944
H  3.3637  1.7892  -1.3394
H  4.3413  2.4600  0.8143
H  3.5545  -0.1115  -2.9128
H  3.5786  -0.4998  -5.3751
H  2.3018  -0.9354  -7.4813
H  -0.1753  -1.2053  -7.3396
H  -1.2631  -1.1206  -5.1147
C  -0.7579  -0.1352  6.2134
C  0.0341  0.2679  4.9778
N  -0.4696  1.4921  4.3172
C  -0.4648  2.7582  5.0848
C  -1.8544  3.1516  5.5745
C  -0.8311  1.5571  3.0388
O  -1.0921  2.5779  2.4007
C  -1.0444  0.2570  2.3073
C  -1.8906  -0.7412  2.7624
C  -2.1750  -1.8200  1.9322
C  -1.6284  -1.8482  0.6687
N  -0.8301  -0.8633  0.2237
C  -0.5395  0.1582  1.0324
H  -0.3342  -1.0495  6.6373
H  -1.8117  -0.3228  5.9756
H  -0.7136  0.6355  6.9836
H  0.0308  -0.5500  4.2596
H  1.0689  0.4337  5.2537
H  -0.0901  3.5420  4.4408
H  0.2198  2.6434  5.9211
H  -2.5251  3.3246  4.7280
H  -1.7859  4.0783  6.1501
H  -2.2850  2.3812  6.2205
H  -2.3279  -0.6762  3.7549
H  -2.8310  -2.6213  2.2479
H  -1.8475  -2.6630  -0.0008
H  0.0922  0.9497  0.6425

Here are the Löwdin charges for atoms 1 to 8, given in e: number 1, Pd, carries 1.036; number 2, C, carries -0.336; number 3, S, carries 0.991; number 4, C, carries -1.108; number 5, S, carries 0.785; number 6, N, carries -0.002; number 7, N, carries -0.108; number 8, C, carries 0.011



(3)
Below is a molecular structure, C21H31F5OP2W at a distorted geometry, with properties calculated with ωB97M-V/def2-TZVPD.

Calculated values
- relative energy (zero: lowest compared OMol25 entry of this formula, charge and spin) (eV) = 7.8471
- total charge = +2
- HOMO level (alpha / beta) (eV) = -13.29 / -14.12
- 2S+1 = 3
- electronic energy (a.u.) = -2141.9932
- expectation value of S² = 2.11

Cartesian coordinates (Å):
P  0.6057  -1.6681  -4.2389
P  0.7849  1.8677  -4.4455
C  0.1152  -0.5450  -5.7071
C  0.9058  0.7609  -5.8286
H  -0.9443  -0.3711  -5.5489
H  0.1521  -1.1624  -6.6084
H  1.9592  0.5524  -5.9320
H  0.6028  1.2914  -6.7256
C  -0.2260  3.2460  -5.4099
H  -0.4861  4.0773  -4.7328
H  -1.1399  2.8092  -5.8234
H  0.3882  3.5853  -6.2650
C  2.1903  3.0595  -4.2701
H  2.1005  3.8879  -4.9862
H  3.1325  2.5120  -4.4058
H  2.1565  3.4976  -3.2545
C  -0.5803  -3.0950  -4.8508
H  -0.5375  -3.9536  -4.1679
H  -0.3441  -3.4259  -5.8785
H  -1.6073  -2.7114  -4.8812
C  2.2939  -2.3998  -4.8334
H  3.0069  -1.4329  -4.7592
H  2.0886  -2.8416  -5.8320
H  2.7163  -2.9893  -3.9940
W  2.4088  -0.9312  -3.1021
C  -1.8672  2.1477  -3.2129
C  -2.7479  1.7802  -4.1480
C  -3.8063  0.7414  -4.0646
C  -3.9379  0.1441  -2.7034
C  -3.1464  -1.1085  -2.6637
C  -1.8302  -1.2569  -2.4861
C  -0.9874  -0.1687  -2.1766
C  -1.2334  1.3161  -2.1188
C  3.1969  -1.7148  -1.1401
H  -1.4788  3.1668  -3.0613
H  -2.7630  2.3722  -5.0570
H  -3.6620  0.0601  -4.9076
H  -4.7043  1.3061  -4.3594
H  -3.6038  0.7820  -1.8955
H  -4.9702  -0.0092  -2.4791
H  -3.7138  -2.0105  -2.8702
H  -1.4090  -2.2312  -2.6917
H  0.7897  -0.3436  -2.7225
H  -0.3385  -0.5468  -1.3975
H  -1.8850  1.3541  -1.2532
H  -0.2515  1.7340  -1.7069
H  3.8736  -1.0874  -0.5236
H  3.7884  -2.6033  -1.2700
H  2.4869  -1.9723  -0.3564
F  -0.7767  2.3644  4.0582
C  -0.0861  1.9858  2.9645
C  1.2523  2.3570  2.7580
F  1.7984  3.1430  3.7250
C  1.9307  1.9531  1.6079
F  3.1612  2.4537  1.3987
C  1.3382  1.1508  0.5473
O  1.7793  1.0953  -0.6346
C  0.1200  0.5540  1.0519
F  -0.3328  -0.6396  0.5896
C  -0.6683  1.1031  2.0556
F  -1.9738  0.7511  2.1939

Here are the Löwdin charges for atoms 1 to 8, given in e: number 1, P, carries 0.796; number 2, P, carries 0.938; number 3, C, carries -0.328; number 4, C, carries -0.450; number 5, H, carries 0.074; number 6, H, carries 0.098; number 7, H, carries 0.067; number 8, H, carries 0.089



(4)
Below is 8 unconnected molecules or ions with the total composition C7H28ClN14O11 at a distorted geometry, with properties calculated with ωB97M-V/def2-TZVPD.

Calculated values
- relative energy (zero: lowest compared OMol25 entry of this formula, charge and spin) (eV) = 2.3844
- total charge = -1
- HOMO level (eV) = -6.76
- electronic energy (a.u.) = -2338.0247

Cartesian coordinates (Å):
Cl  0.1524  0.5554  -0.4633
O  0.1692  1.8136  -1.0505
O  -0.1154  0.6344  0.9773
O  -0.9215  -0.2243  -1.0994
O  1.4809  -0.0063  -0.6128
C  -0.3097  -4.2748  -2.3306
O  0.6528  -4.9158  -2.7761
N  -0.6051  -3.0453  -2.5513
N  -1.1946  -4.7442  -1.4470
H  -1.1576  -2.5553  -1.8649
H  0.0476  -2.5246  -3.1184
H  -1.9126  -4.1883  -1.0004
H  -1.1227  -5.7258  -1.2294
C  -4.2352  0.6932  2.7142
O  -4.0459  0.4191  3.8870
N  -3.3407  0.4180  1.7654
N  -5.3050  1.3677  2.2953
H  -3.3808  0.8577  0.8605
H  -2.4895  0.0415  2.1547
H  -5.3810  1.6973  1.3470
H  -6.0063  1.6104  2.9758
C  1.6297  -3.1388  2.3387
O  1.5745  -2.0971  2.9433
N  1.6106  -3.2178  1.0419
N  1.4521  -4.3077  2.9760
H  1.9479  -2.3849  0.5791
H  1.5935  -4.0496  0.4726
H  1.1083  -4.2672  3.9218
H  1.3592  -5.1550  2.4389
C  -2.5353  -3.2326  1.2931
O  -3.0501  -3.4023  0.1937
N  -1.3987  -2.4864  1.4088
N  -2.9750  -3.6919  2.4321
H  -0.9743  -2.5338  2.3225
H  -0.8437  -2.1291  0.6464
H  -2.3259  -3.4696  3.1692
H  -3.9118  -4.0553  2.4897
C  1.5895  5.8159  -0.2763
O  2.3456  5.7073  0.6807
N  1.7828  6.7980  -1.1994
N  0.6196  5.0195  -0.5632
H  1.0927  6.9467  -1.9172
H  2.6408  7.3227  -1.1642
H  0.0913  5.2069  -1.3997
H  0.3440  4.2807  0.0653
C  4.1351  2.8614  1.6569
O  3.8133  3.2509  2.7811
N  4.0070  1.5675  1.2881
N  4.3698  3.5547  0.5590
H  3.7234  0.9139  2.0020
H  3.4967  1.5871  0.4180
H  4.3189  4.5560  0.6775
H  4.8421  3.0277  -0.1566
C  0.1501  1.0203  -4.7304
O  0.2190  1.3233  -5.9082
N  -0.9242  0.9346  -4.0280
N  1.2221  0.7269  -3.9753
H  -0.7409  0.7039  -3.0639
H  -1.8320  1.1574  -4.4008
H  2.0997  0.7805  -4.4693
H  1.3529  0.6520  -2.9769

Here are the Löwdin charges for atoms 1 to 8, given in e: number 1, Cl, carries 0.624; number 2, O, carries -0.345; number 3, O, carries -0.356; number 4, O, carries -0.384; number 5, O, carries -0.367; number 6, C, carries -0.766; number 7, O, carries -0.018; number 8, N, carries 0.179